[1]
This record from the OMol25 dataset describes a structure of composition C16H32Hg2N2O5Ti in a non-equilibrium geometry. The level of theory is wB97M-V/def2-TZVPD.

CARTESIAN COORDINATES (ANGSTROEM)
Ti1 18.826 -9.040 22.473
Hg1 21.985 -9.934 20.779
Hg2 22.386 -10.511 17.104
O1 22.050 -8.669 18.624
C1 20.971 -7.742 18.840
C2 20.936 -7.154 20.387
O2 20.792 -8.026 21.478
H1 20.106 -8.255 18.421
H2 21.192 -6.977 18.096
H3 20.112 -6.446 20.478
H4 21.904 -6.687 20.567
N1 15.682 -7.730 22.551
C3 16.266 -8.450 21.559
C4 17.242 -7.666 20.903
C5 17.294 -6.409 21.556
C6 16.270 -6.495 22.570
H5 14.913 -8.067 23.113
H6 15.898 -9.433 21.304
H7 17.809 -8.022 20.055
H8 17.970 -5.573 21.458
H9 15.986 -5.772 23.320
N2 22.807 -3.583 22.253
C7 23.440 -2.533 22.647
C8 23.918 -1.814 21.571
C9 23.523 -2.557 20.433
C10 22.794 -3.624 20.881
H10 22.348 -4.228 22.880
H11 23.452 -2.426 23.721
H12 24.437 -0.871 21.648
H13 23.790 -2.330 19.411
H14 22.383 -4.491 20.386
C11 18.027 -11.101 15.400
C12 19.091 -11.284 16.453
O3 20.087 -10.350 16.317
H15 17.890 -10.023 15.314
H16 17.112 -11.570 15.759
H17 18.288 -11.346 14.370
H18 19.419 -12.322 16.409
H19 18.740 -11.119 17.471
H20 19.674 -9.509 16.109
C13 24.971 -9.360 23.924
C14 23.483 -9.240 23.902
O4 23.187 -9.003 22.595
H21 25.441 -8.379 23.995
H22 25.248 -10.124 23.198
H23 25.175 -9.710 24.936
H24 23.139 -8.350 24.427
H25 23.034 -10.151 24.298
H26 22.597 -8.249 22.527
C15 20.187 -4.305 24.765
C16 20.226 -5.569 24.078
O5 21.390 -6.006 23.583
H27 20.066 -3.475 24.069
H28 21.104 -4.317 25.355
H29 19.342 -4.420 25.444
H30 19.440 -5.487 23.327
H31 19.859 -6.221 24.871
H32 21.174 -6.615 22.873

E in Eh: -2269.0332
2S+1: 5
Net charge: +4
LUMO energy (spin up / spin down) in eV: -14.531 / -14.472
Kohn-Sham gap (spin up / spin down) in eV: 5.02 / 5.96

=====

[2]
This record from the OMol25 dataset describes a cluster of 2 separate species, C16H32N2OP in total. The level of theory is wB97M-V/def2-TZVPD.

CARTESIAN COORDINATES (ANGSTROEM)
C1 3.238 -2.431 1.981
O1 2.337 -1.573 1.332
C2 2.967 -0.525 0.594
C3 3.103 0.754 1.409
C4 2.133 1.829 0.958
C5 0.676 1.365 1.061
C6 -0.296 2.468 1.468
C7 -1.640 2.456 0.725
C8 -2.286 1.086 0.500
C9 -2.368 0.172 1.724
P1 -4.084 -0.643 2.041
C10 -3.989 -1.619 0.361
C11 -3.348 -2.968 0.419
N1 -2.917 -3.603 -0.595
H1 2.757 -2.852 2.858
H2 4.133 -1.911 2.318
H3 3.520 -3.255 1.322
H4 2.416 -0.363 -0.319
H5 3.946 -0.892 0.284
H6 2.859 0.507 2.436
H7 4.125 1.111 1.357
H8 2.258 2.685 1.617
H9 2.372 2.155 -0.048
H10 0.618 0.570 1.791
H11 0.380 0.915 0.123
H12 0.156 3.436 1.283
H13 -0.521 2.383 2.521
H14 -1.514 2.921 -0.251
H15 -2.347 3.069 1.275
H16 -1.744 0.574 -0.290
H17 -3.294 1.254 0.120
H18 -1.586 -0.581 1.705
H19 -2.165 0.774 2.608
H20 -4.778 0.484 1.377
H21 -5.391 -1.276 2.302
H22 -3.414 -1.769 2.727
H23 -4.224 0.077 3.329
H24 -3.510 -1.074 -0.452
H25 -5.020 -1.785 0.056
H26 -3.239 -3.482 1.367
H27 -3.076 -3.019 -1.420
N2 2.299 0.432 -2.611
C12 2.174 1.473 -3.430
C13 1.974 1.358 -4.797
C14 1.901 0.087 -5.345
C15 2.029 -1.008 -4.507
C16 2.225 -0.781 -3.153
H28 2.237 2.449 -2.959
H29 1.875 2.241 -5.413
H30 1.743 -0.047 -6.408
H31 1.975 -2.017 -4.891
H32 2.324 -1.610 -2.460

E in Eh: -1154.7965
Net charge: -1
LUMO energy in eV: 2.475
Kohn-Sham gap in eV: 5.74

=====

[3]
This record from the OMol25 dataset describes a structure of composition C16H32N6O5Ti in a non-equilibrium geometry. The level of theory is wB97M-V/def2-TZVPD.

CARTESIAN COORDINATES (ANGSTROEM)
Ti1 0.455 -0.759 1.401
C1 2.509 3.398 -2.201
O1 1.232 2.902 -1.833
C2 0.319 3.940 -1.451
C3 -1.063 3.428 -1.690
O2 -1.110 2.158 -1.048
C4 -2.467 1.600 -0.980
C5 -2.716 0.396 -1.859
O3 -2.720 -0.803 -1.029
C6 -3.491 -1.860 -1.535
H1 3.028 3.862 -1.322
H2 2.493 4.117 -3.037
H3 3.073 2.582 -2.505
H4 0.446 4.228 -0.440
H5 0.519 4.857 -2.066
H6 -1.763 4.121 -1.199
H7 -1.324 3.364 -2.803
H8 -2.665 1.193 -0.021
H9 -3.136 2.404 -1.239
H10 -3.733 0.396 -2.291
H11 -1.961 0.243 -2.630
H12 -2.812 -2.437 -2.191
H13 -3.770 -2.458 -0.667
H14 -4.452 -1.634 -2.020
C7 0.733 -3.484 0.166
C8 2.066 -3.304 0.980
N1 2.431 -1.921 1.375
C9 3.444 -1.241 0.467
C10 3.003 0.187 0.128
N2 1.528 0.353 -0.168
C11 1.081 -0.126 -1.520
C12 0.780 -1.638 -1.545
N3 0.157 -2.140 -0.270
H15 -0.005 -3.971 0.804
H16 0.865 -4.138 -0.730
H17 2.887 -3.751 0.418
H18 1.940 -3.930 1.866
H19 2.970 -2.034 2.255
H20 3.564 -1.810 -0.458
H21 4.425 -1.160 1.031
H22 3.669 0.569 -0.684
H23 3.226 0.838 1.025
H24 1.327 1.362 -0.229
H25 1.861 0.067 -2.326
H26 0.161 0.389 -1.843
H27 1.750 -2.136 -1.605
H28 0.103 -1.947 -2.395
H29 -0.865 -2.264 -0.394
C13 -1.769 1.773 3.129
C14 -0.923 0.837 2.390
O4 -1.455 0.068 1.503
O5 0.360 0.735 2.604
H30 -2.508 2.270 2.454
H31 -1.128 2.416 3.730
H32 -2.362 1.242 3.897
N4 0.004 -2.209 2.598
C15 -0.928 -2.492 3.317
N5 -1.832 -2.947 4.033
C16 -2.458 -2.151 4.902
N6 -2.992 -1.549 5.751

E in Eh: -2182.5015
Energy above the lowest of the compared OMol25 structures with the same formula, charge and spin in kJ/mol: 17.4
Net charge: +2
LUMO energy in eV: -8.643
Kohn-Sham gap in eV: 6.78

=====

[4]
This record from the OMol25 dataset describes a structure of composition C16H32NPSiSr in a non-equilibrium geometry. The level of theory is wB97M-V/def2-TZVPD.

CARTESIAN COORDINATES (ANGSTROEM)
C1 0.600 3.025 -2.632
C2 -0.721 2.616 -2.464
C3 -1.039 1.468 -1.696
C4 -0.020 0.778 -1.040
C5 1.302 1.190 -1.202
C6 1.613 2.317 -1.995
C7 -2.511 1.099 -1.719
C8 -2.999 -0.166 -1.013
N1 -2.151 -1.369 -1.277
Sr1 -0.855 -1.352 0.461
C9 2.480 0.517 -0.519
P1 2.158 -1.211 0.089
H1 -1.529 3.164 -2.959
H2 2.657 2.607 -2.097
H3 0.844 3.881 -3.261
H4 2.808 1.095 0.365
H5 3.332 0.450 -1.217
H6 -3.082 1.928 -1.262
H7 -2.856 1.063 -2.766
H8 -3.070 -0.004 0.080
C10 3.723 -1.542 0.984
C11 2.519 -2.087 -1.486
H9 -4.029 -0.380 -1.320
C12 -1.631 -1.498 -2.669
C13 -2.884 -2.625 -0.931
H10 -0.544 -3.122 2.673
H11 -2.179 -2.294 -3.188
H12 -1.750 -0.556 -3.211
H13 -0.563 -1.771 -2.649
H14 -3.507 -2.958 -1.780
H15 -2.152 -3.430 -0.726
H16 -3.538 -2.495 -0.052
H17 3.569 -1.951 -1.781
H18 2.326 -3.158 -1.339
H19 1.876 -1.722 -2.298
H20 4.603 -1.503 0.323
H21 3.858 -0.824 1.804
H22 3.662 -2.550 1.419
H23 -0.802 -3.613 1.980
C14 1.079 0.149 4.127
Si1 0.199 0.976 2.687
C15 -1.678 0.919 2.921
C16 0.739 2.771 2.605
H24 0.723 -0.885 4.265
H25 0.887 0.720 5.050
H26 2.165 0.126 3.942
H27 -1.894 1.561 3.790
H28 -2.220 1.336 2.054
H29 -2.062 -0.092 3.148
H30 0.513 3.265 3.567
H31 1.823 2.837 2.414
H32 0.208 3.301 1.797

E in Eh: -1344.9834
Energy above the lowest of the compared OMol25 structures with the same formula, charge and spin in kJ/mol: 0.0
Net charge: 0
LUMO energy in eV: -0.444
Kohn-Sham gap in eV: 3.94